Record 1
26
Properties=species:S:1:pos:R:3:forces:R:3 method="wB97M-V/def2-TZVPD" e_above_lowest_ev=2.359 s2=0.77 mol_weight_g_mol=136.2 total_charge=+1 spin_multiplicity=2 homo_ev="-13.4234 / -13.4221"
H 1.571 3.052 -1.236 -0.20 0.79 0.67
H 1.588 -1.246 3.053 -0.32 0.34 -0.35
H 2.889 -1.809 1.352 0.70 0.67 -0.95
C -0.351 -1.897 2.241 -1.19 5.15 1.06
C -0.524 0.542 -2.279 -1.27 -1.96 0.15
C -1.803 1.347 0.033 0.00 3.38 1.20
H -2.024 -1.128 -2.498 0.84 2.22 1.63
C -0.755 2.139 -0.393 0.35 -1.87 1.83
H 1.924 -3.040 0.991 -1.09 -1.75 0.75
C 1.167 2.315 -1.885 -5.51 4.42 0.09
H -0.443 -2.878 2.619 0.41 -1.08 0.22
H -2.421 1.763 0.864 0.65 -1.08 -0.37
C -0.077 1.652 -1.489 1.34 0.69 -0.70
H 1.585 -1.694 0.093 0.11 0.81 -1.83
C 1.867 -1.994 1.051 1.06 1.59 1.77
H -0.122 2.688 0.318 -1.09 0.79 -0.46
C -2.216 0.250 -0.706 -3.12 -1.42 -0.08
H 0.049 0.124 -3.100 0.15 0.65 -0.17
C 1.050 -1.205 2.090 -1.01 -1.74 0.34
H 0.894 -0.122 1.775 0.35 -1.35 0.39
H -3.172 -0.184 -0.368 0.68 -0.16 -0.16
H 0.899 2.755 -2.866 0.38 0.17 0.15
H -0.971 -1.152 3.024 1.18 -2.11 -2.06
H -0.805 -1.772 1.236 -0.25 -0.47 0.60
H 1.843 1.688 -2.046 5.90 -5.56 -1.75
C -1.642 -0.195 -1.874 0.94 -1.11 -1.96

Record 2
15
Properties=species:S:1:pos:R:3:forces:R:3 method="wB97M-V/def2-TZVPD" e_above_lowest_ev=0.351 mol_weight_g_mol=87.1 homo_ev=-9.7707
H -1.623 1.121 0.779 0.06 -0.15 0.02
C 2.145 0.207 0.591 -0.04 -0.02 0.08
H -1.091 0.618 -1.756 0.04 -0.13 0.04
H -0.883 0.071 2.009 -0.04 0.03 -0.14
H 2.900 1.014 0.522 -0.07 -0.12 -0.01
H 0.192 -1.301 0.269 -0.09 0.09 -0.03
C -0.198 -0.319 -0.013 -0.06 -0.12 0.00
C -1.274 0.102 0.988 -0.03 0.00 0.04
C -0.731 -0.370 -1.441 -0.02 0.01 -0.06
H 0.054 -0.687 -2.135 -0.12 0.03 0.09
H -1.569 -1.070 -1.519 0.13 0.11 0.02
N 0.954 0.571 0.051 0.13 0.00 0.00
H -2.139 -0.568 0.930 0.13 0.08 0.00
O 2.382 -0.867 1.108 -0.07 0.27 -0.14
H 0.884 1.479 -0.384 0.05 -0.08 0.10

Record 3
16
Properties=species:S:1:pos:R:3:forces:R:3 method="wB97M-V/def2-TZVPD" e_above_lowest_ev=1.491 mol_weight_g_mol=103.1 homo_ev=-8.9721
C -0.803 -0.060 0.493 2.12 -0.57 1.37
H -1.593 0.606 0.173 -0.34 -0.35 -0.29
C -1.047 -1.566 0.613 -0.56 1.44 -0.39
H 1.780 1.686 -0.940 0.27 0.03 0.14
N -0.067 0.411 -1.723 -0.08 0.43 0.65
O -1.591 -2.222 -0.211 -0.06 -0.64 -0.47
H 2.168 1.145 0.691 -0.18 -0.16 0.19
H -1.047 -1.734 2.462 0.01 0.29 0.85
C 1.347 1.356 0.007 -0.17 -0.04 -0.55
H -0.483 0.243 1.493 -0.28 0.26 0.02
H 0.510 0.387 -2.536 0.23 -0.29 -0.12
H -1.034 0.210 -1.853 -0.15 -0.39 -0.34
C 0.467 0.143 -0.386 -0.35 1.07 -1.00
H 0.774 2.217 0.353 -0.18 -0.15 0.18
O -0.518 -2.100 1.759 0.04 -0.64 -0.48
H 1.137 -0.722 -0.396 -0.31 -0.29 0.25